C4H8N2O | ωB97M-V with the def2-TZVPD basis set

XYZ file:
```
15
Properties=species:S:1:pos:R:3:forces:R:3
O 2.75062 -0.43826 -0.28823 0.03 0.17 0.37
N 0.68581 -1.37718 -0.07844 0.22 0.18 -0.13
N 1.00168 0.97841 -0.03483 0.26 -0.19 -0.28
C -0.40948 1.32838 0.00956 -0.10 -0.25 -0.18
C 1.55363 -0.28245 -0.14595 0.33 0.05 0.04
C -0.69805 -1.13024 -0.40278 -0.17 0.51 0.34
C -1.17425 0.09790 0.52805 0.00 -0.22 -0.27
H 1.68565 1.71326 -0.14111 -0.11 -0.13 -0.13
H -0.68408 -0.88106 -1.48565 -0.39 0.46 0.63
H -0.84600 -0.03712 1.57820 -0.12 -0.47 -0.56
H -0.51428 2.25901 0.60012 -0.15 -0.70 0.07
H -2.24701 0.32498 0.58412 0.19 -0.28 -0.41
H -1.19738 -2.12293 -0.41862 -0.24 0.91 0.75
H -0.79307 1.57405 -0.99067 0.13 -0.03 0.00
H 0.88621 -2.00675 0.68624 0.11 0.01 -0.26
```
Positions in Å, forces in eV/Å.

***

C32H47Cl3N8O8RhS2 | ωB97M-V with the def2-TZVPD basis set

XYZ file:
```
101
Properties=species:S:1:pos:R:3:forces:R:3
Rh -1.36102 -0.27987 -0.45304 0.22 0.88 -0.25
Cl -2.18083 -4.75209 -3.80290 0.10 -0.09 0.01
Cl -3.53997 -4.20053 -0.55020 -0.01 0.09 0.13
Cl -4.17764 -2.63731 -3.97860 -0.01 0.02 0.03
S -1.38573 2.24030 1.75512 0.00 -0.02 0.06
S 5.14923 -2.37684 0.37936 0.07 -0.10 0.08
O 3.61567 -0.94517 4.41946 -0.11 -0.01 -0.10
O -3.93638 2.82642 -1.73456 -0.04 -0.32 -0.10
O -2.90406 0.81539 -1.92095 -0.14 0.08 0.00
O 1.75963 -2.05195 4.52264 -0.01 0.10 -0.03
O -0.93253 1.19377 2.61319 0.08 -0.14 -0.09
O 4.03825 -1.86552 -0.39910 0.15 -0.23 -0.08
O 6.45556 -2.45556 -0.21879 -0.19 0.01 0.01
O -2.68076 2.82325 1.96856 -0.13 -0.15 -0.11
N -1.71165 -1.92521 -1.41718 -0.65 -0.71 -0.09
N 0.67803 -0.97682 -2.64305 -0.34 -0.02 -0.52
N 2.55003 -1.32869 3.95366 0.16 -0.07 -0.08
N -1.32811 1.64711 0.16589 -0.20 0.12 0.14
N -5.75283 0.02094 0.13794 0.02 0.09 -0.12
N -0.09802 0.18559 -2.34585 0.31 -0.27 0.38
N 1.05759 -0.41700 0.79711 0.11 0.04 0.26
N 3.05549 -0.25417 1.75480 0.29 -0.01 0.25
C 2.67873 6.70534 1.80043 -0.03 -0.04 0.01
C 1.65622 5.60253 1.75810 0.02 0.03 0.00
C -2.78958 -3.28641 -3.26225 -0.04 0.14 0.13
C 2.86107 -0.75108 -3.81073 0.08 0.05 0.05
C -1.72308 2.60741 -0.81852 -0.35 -0.34 -0.14
C 3.27860 -4.11570 1.48852 0.13 0.07 -0.01
C 1.37415 -1.06921 -3.96662 0.12 0.10 0.18
C 1.20912 -2.51015 -4.44416 -0.03 -0.10 0.09
C -5.36959 -0.82254 -1.03399 -0.09 0.02 -0.02
C -3.76507 -0.60874 1.51301 -0.01 -0.17 -0.03
C -0.20973 3.54515 1.71783 0.06 0.08 -0.07
C 4.50724 -0.07854 1.84257 -0.11 -0.07 -0.03
C 2.21189 -0.91773 2.62528 0.16 0.09 0.22
C 0.45168 5.71984 2.44723 0.01 0.05 0.02
C -2.28934 -2.66923 -2.10973 0.37 -0.02 -0.40
C -1.97370 -2.18420 1.64506 -0.06 0.00 0.02
C 5.29347 -1.38231 1.86965 -0.02 0.00 0.00
C 0.74527 -0.12331 -4.98094 -0.07 -0.02 -0.04
C -4.54048 0.51520 0.89452 0.21 0.08 0.03
C -0.49011 4.70254 2.42904 -0.01 0.00 -0.03
C 2.85786 0.77991 -0.49305 -0.03 0.02 0.05
C 4.71459 -3.99239 0.98605 -0.08 -0.02 -0.04
C -3.78388 -2.34580 3.20975 -0.03 0.02 0.03
C -3.02735 2.03153 -1.59216 0.46 0.33 0.20
C -2.51865 -1.04763 1.03812 0.09 0.29 -0.01
C 0.98229 3.40103 1.01845 -0.03 -0.04 0.09
C 0.99491 -0.98448 2.04058 -0.16 -0.14 -0.25
C 2.30724 0.02359 0.66829 -0.18 0.04 -0.22
C -4.36966 -1.25130 2.59453 0.00 -0.01 0.07
C -6.60417 1.17576 -0.28205 0.07 -0.10 -0.01
C -2.57783 -2.81954 2.71831 -0.01 -0.05 -0.02
C 1.90452 4.43143 1.03963 0.01 0.00 -0.02
H 3.40581 -0.97318 -4.73195 -0.05 0.05 0.05
H 1.17196 2.49078 0.46313 -0.01 0.06 0.04
H 0.87109 0.92605 -4.70599 0.00 -0.02 -0.03
H -0.84911 0.24849 -3.02137 -0.19 -0.01 0.00
H 4.80492 0.51285 0.98205 0.01 0.03 0.01
H 1.30846 -1.13389 -1.87132 0.10 -0.03 0.14
H -0.31941 -0.32815 -5.12384 0.02 0.01 0.01
H 3.15749 -3.68849 2.48586 0.01 -0.01 -0.05
H 2.21579 7.66755 2.01515 0.00 -0.02 -0.01
H 3.41285 6.51012 2.58537 -0.01 0.00 -0.01
H 0.44257 1.04473 -2.43573 0.04 0.09 0.02
H 3.01435 0.30801 -3.57932 0.01 -0.06 0.02
H -4.90633 1.20763 1.64792 -0.06 0.05 0.05
H 2.04216 1.07954 -1.14145 -0.08 0.01 -0.04
H 6.35809 -1.15695 1.93626 -0.03 0.00 0.09
H 5.01770 -2.00260 2.72345 -0.01 0.08 -0.02
H -3.96371 1.07038 0.17199 0.02 0.04 0.03
H 5.45320 -4.22575 1.75539 0.02 -0.07 -0.09
H 0.09560 -1.38543 2.47201 0.04 0.11 -0.02
H -4.79506 -0.20303 -1.71989 0.01 0.01 0.03
H -1.04954 -2.59909 1.25797 -0.03 -0.02 -0.02
H 0.14920 -2.74638 -4.56705 0.06 0.00 0.00
H 3.21813 6.78316 0.85664 -0.01 0.00 0.01
H -6.28333 -0.56617 0.77923 -0.04 -0.04 0.07
H 4.74397 0.47103 2.74626 0.00 0.09 0.07
H 3.37037 1.68417 -0.15701 -0.06 -0.01 -0.02
H 1.63083 -3.20651 -3.71229 -0.04 0.06 -0.07
H -2.11095 -3.69078 3.16242 -0.01 0.04 -0.01
H -5.30998 -0.86512 2.98675 0.06 -0.03 -0.03
H 0.24118 6.62900 3.00005 0.01 -0.06 -0.03
H 3.56414 0.17286 -1.05776 -0.08 0.04 0.02
H -7.50082 0.79827 -0.76658 0.01 -0.02 -0.01
H 2.83195 4.33668 0.48398 -0.04 0.00 0.03
H -6.27512 -1.19492 -1.50832 -0.02 0.01 0.05
H -1.43381 4.80492 2.95110 0.06 -0.01 -0.04
H 2.58651 -3.61838 0.81031 0.00 -0.01 -0.02
H 3.00195 -5.16755 1.54868 0.03 0.01 0.03
H -1.95111 3.59086 -0.41926 0.04 0.04 0.05
H -4.25995 -2.81650 4.06137 0.02 0.02 -0.06
H -6.02289 1.78385 -0.97237 0.04 0.03 -0.02
H 4.91461 -4.62447 0.11847 -0.04 -0.05 0.03
H -6.86545 1.76044 0.59572 -0.01 -0.02 0.02
H 3.30459 -1.35341 -3.01033 -0.03 0.05 -0.06
H -4.76217 -1.65089 -0.68059 0.00 -0.05 0.04
H 1.71613 -2.66654 -5.40003 -0.02 0.02 0.08
H 1.23410 -0.26735 -5.94467 -0.01 0.01 0.02
H -0.98758 2.68317 -1.62471 0.11 0.00 0.06
```
Positions in Å, forces in eV/Å.

Computed properties:
multiplicity	5
total charge	+1

***

C19H15ClN2O7 | ωB97M-V with the def2-TZVPD basis set

XYZ file:
```
44
Properties=species:S:1:pos:R:3:forces:R:3
Cl -3.07559 -0.54725 -4.08423 0.27 0.19 0.02
O -0.02159 1.11362 3.02752 0.33 -0.80 -0.74
O 3.23229 1.01670 -2.56812 0.36 0.17 0.25
O -1.15535 3.19265 -3.67109 -0.29 -1.32 -0.44
O 2.77473 -2.47110 1.20323 -1.38 2.14 -0.78
O -1.24543 -2.08607 0.13474 0.01 -0.06 -0.07
O 2.02883 -0.52834 0.21595 -0.90 -0.63 0.41
O -2.03775 2.02837 -5.28497 0.61 -0.23 1.19
N -1.39414 2.11524 -4.23644 -1.47 3.34 -1.69
N -0.36118 -0.72715 1.69301 0.83 -0.01 -0.11
C -3.97800 2.15881 1.12172 -0.27 -2.29 -1.16
C -0.55396 0.54406 2.09032 -0.80 3.15 2.39
C -4.32964 1.22802 0.18938 0.38 1.57 0.78
C -3.60614 -0.04053 0.54908 -1.46 -1.47 -0.32
C -1.23868 -1.00067 0.67518 -0.21 -2.59 -1.75
C 2.97069 -0.57848 -0.86043 1.13 0.12 1.06
C -0.75919 -1.37173 -3.06856 0.48 0.29 0.39
C 1.16156 0.01198 -2.60657 -2.19 -0.59 0.10
C -1.69951 1.19803 1.31527 0.03 0.24 -0.65
C -2.13056 0.14366 0.30057 1.17 0.82 -0.86
C 2.49188 0.23020 -2.02686 0.41 0.73 -0.75
C -0.83228 0.96776 -3.69088 2.18 -1.78 1.35
C 0.50734 -1.23447 -2.50251 -0.72 1.61 -1.10
C 0.79081 -1.53836 2.09031 -0.63 0.07 -0.74
C 1.96035 -1.55324 1.09915 1.45 -2.07 0.26
C 0.46422 1.08491 -3.20009 0.91 -0.61 0.69
C -3.67983 0.03565 2.06578 0.12 -0.85 0.60
C -3.03539 1.40741 2.07847 -0.04 1.81 1.59
C -1.42689 -0.27244 -3.60079 -1.01 -0.94 -0.40
H -3.07644 -0.75308 2.58742 -0.53 0.56 -0.32
H 3.94498 -0.18833 -0.49788 -0.63 -0.07 -0.38
H -4.99346 1.32563 -0.66723 0.23 0.13 0.18
H 0.98093 2.02572 -3.20149 -0.06 0.38 -0.24
H -4.72689 0.04830 2.42723 0.72 -0.06 -0.07
H -1.94985 0.46183 -0.75105 0.15 -0.52 0.61
H 1.19017 -1.17087 3.01894 -0.01 0.53 0.41
H 3.15546 -1.58646 -1.20220 -0.11 -0.58 0.09
H 0.94860 -2.06721 -2.03140 0.51 -0.83 0.47
H -2.93474 1.86645 3.07822 0.14 -0.10 -0.53
H -1.26161 -2.32473 -3.04805 -0.12 -0.02 0.10
H -4.33990 3.15800 1.19142 0.10 0.59 0.09
H -4.04974 -0.92875 0.09966 0.24 -0.08 -0.08
H 0.47951 -2.56812 2.30034 0.13 0.22 -0.47
H -1.33722 2.10537 0.80570 -0.08 -0.20 0.60
```
Positions in Å, forces in eV/Å.

***

F_max across the listed records, respectively: 1.2 1.0 4.0 eV/Å.
Relative energy (zero: lowest compared OMol25 entry of this formula, charge and spin) across the listed records, respectively: 17.7 37.1 0.0 kcal/mol.